1.
Below is 2 unconnected molecules or ions with the total composition C9H14O in a non-equilibrium geometry, with properties calculated with wB97M-V/def2-TZVPD.

Summary:
E_LUMO in eV: 0.925
Relative energy (zero: lowest compared OMol25 entry of this formula, charge and spin) in kcal per mole: 71.6
Max |F| in eV/Å: 4.5
Gap between HOMO and LUMO in Ha: 0.3470

CARTESIAN COORDINATES (ANGSTROEM)
O 1.58 -1.18 0.04
C -2.09 1.17 -2.15
C 0.82 -0.24 2.11
C 0.76 -1.12 0.92
C -0.01 0.22 -2.20
C -1.17 1.81 -1.03
C -0.05 1.09 -1.09
C 2.29 0.22 2.46
C -0.47 -2.10 0.89
C -1.15 0.33 -2.85
H 0.80 1.22 -0.38
H 0.36 0.64 1.78
H 0.76 -0.41 -2.64
H 0.30 -0.53 3.04
H 2.59 0.60 1.32
H -0.10 -2.96 0.51
H 2.85 -0.68 2.74
H -2.87 0.47 -1.62
H -2.70 1.97 -2.71
H -1.12 -1.68 0.22
H -1.28 -0.29 -3.73
H 2.48 1.14 3.04
H -0.98 -2.35 1.79
H -1.62 2.65 -0.46

=====

2.
Below is a molecular structure, C29H30N8O2Pb, with properties calculated with wB97M-V/def2-TZVPD.

Summary:
E_LUMO in eV: 0.372
Max |F| in eV/Å: 0.9
Gap between HOMO and LUMO in Ha: 0.2693

CARTESIAN COORDINATES (ANGSTROEM)
Pb 0.07 -0.37 0.21
O 4.42 -0.72 0.85
O -1.11 -3.57 -2.58
N 0.18 -2.16 -1.25
N 1.29 -0.17 2.42
N 0.16 2.43 0.18
N -1.87 -1.98 0.49
N -2.42 1.62 1.36
N -1.67 1.09 -1.64
N 1.19 0.70 -1.81
N 2.26 -1.14 0.10
C 2.93 -2.99 -3.59
C -1.80 2.88 1.64
C 2.61 -0.15 2.23
C 3.20 -0.72 0.95
C 1.81 4.08 -0.25
C -2.07 -2.63 -0.65
C -2.83 -1.94 1.40
C 0.79 0.25 3.57
C 3.81 -1.88 -1.66
C 2.96 0.82 4.39
C 4.01 -2.47 -2.90
C 1.43 -2.32 -1.82
C -3.28 1.55 0.20
C 0.35 0.81 -2.99
C -0.88 1.66 -2.72
C -4.32 -3.15 -0.01
C 1.58 0.75 4.59
C 1.18 4.95 0.62
C 0.00 4.55 1.22
C 2.54 -1.78 -1.10
C -2.69 2.00 -1.15
C 3.48 0.35 3.20
C 1.66 -2.92 -3.06
C 1.95 1.87 -1.41
C 1.26 2.82 -0.46
C -0.49 3.27 0.97
C -0.92 -2.83 -1.62
C -4.07 -2.52 1.21
C -3.30 -3.23 -0.93
H 2.72 4.37 -0.76
H -4.82 -2.47 1.98
H 2.29 2.45 -2.29
H -0.56 2.66 -2.41
H 4.54 0.34 2.99
H -3.52 2.12 -1.86
H 1.13 1.08 5.51
H -3.41 -3.74 -1.88
H -2.53 3.68 1.43
H 0.04 -0.20 -3.26
H -5.28 -3.58 -0.21
H -4.15 2.18 0.41
H -1.61 2.91 2.72
H -2.09 0.22 -1.95
H 5.00 -2.51 -3.31
H 1.84 -0.07 -1.97
H 2.85 1.51 -0.89
H -0.54 5.22 1.88
H 0.82 -3.32 -3.61
H -2.58 -1.43 2.33
H 3.61 1.21 5.16
H 0.91 1.24 -3.84
H 1.58 5.93 0.81
H -2.22 2.97 -1.01
H 4.65 -1.49 -1.11
H 3.08 -3.45 -4.56
H -1.71 0.89 1.32
H -1.46 1.77 -3.65
H -0.28 0.17 3.68
H -3.63 0.52 0.12

=====

3.
Below is a single C4H5N3O2 molecule in a non-equilibrium geometry, with properties calculated with wB97M-V/def2-TZVPD.

Summary:
E_LUMO in eV: 0.119
Relative energy (zero: lowest compared OMol25 entry of this formula, charge and spin) in kcal per mole: 104.4
Max |F| in eV/Å: 4.2
Gap between HOMO and LUMO in Ha: 0.3778

CARTESIAN COORDINATES (ANGSTROEM)
O -0.64 -2.17 0.06
O -2.60 -0.17 0.12
N 3.20 -0.52 -0.09
N 1.02 -0.60 -0.11
N 1.34 0.78 0.05
C -1.42 0.19 -0.60
C 2.21 -1.31 -0.08
C -0.27 -1.06 -0.12
C 2.61 0.76 0.08
H 2.32 -2.38 -0.27
H -1.57 1.42 -0.88
H -2.18 -0.47 1.01
H 3.26 1.63 0.04
H -1.43 -0.30 -1.64